# 1
Here is a molecular structure, C36H28IN9O3S2Ti from the OMol25 dataset. Energies are from the ωB97M-V functional and the def2-TZVPD basis.

Output
Max |F|, eV/Å: 0.3
Frontier orbital gap (spin up / spin down), eV: 6.270 / 6.027
Energy relative to the best compared isomer or geometry (same formula, charge and spin), kJ/mol: 85.9
E_HOMO (spin up / spin down), eV: -4.868 / -5.085

Geometry as ORCA input:
```
! RIJCOSX wB97M-V def2-TZVPD def2/J DEFGRID3
* xyz -1 2
C -2.15 -4.31 -4.63
C 2.82 1.81 -2.82
C -1.88 -2.29 -3.34
C -0.03 5.33 1.51
C -5.21 0.93 3.97
C 1.00 -2.64 -1.22
C -0.73 3.76 -3.81
H -2.65 0.04 4.26
O -1.76 -0.75 0.00
C -3.05 2.27 1.15
C 1.31 4.86 -0.37
C 1.41 7.18 0.57
H -0.38 6.01 2.28
N -3.68 5.36 -3.18
H -5.08 2.51 1.74
H -6.04 1.61 3.76
C 1.58 0.06 3.34
N -0.02 -2.07 -1.83
N -3.88 -1.09 -0.68
C -1.02 -4.84 -4.08
H 2.35 -4.28 -0.97
C -0.28 -4.11 -3.13
H 3.49 1.69 -3.65
S -1.03 0.90 -2.77
H 2.29 3.97 -2.78
H -4.72 -1.63 -0.66
H -3.38 -3.61 0.02
C -2.78 0.67 3.39
C 1.49 -3.93 -1.53
H -0.67 -5.83 -4.36
C -2.93 4.48 -3.19
H -1.21 3.74 2.25
C -0.70 -2.81 -2.76
O 1.01 -0.79 0.25
H -4.95 1.01 5.03
C 2.23 2.97 -2.39
C 1.02 -1.22 3.51
Ti -0.35 0.28 -0.57
H -2.72 -4.87 -5.36
H 2.33 7.25 1.17
C -4.13 2.05 1.98
N -0.74 1.83 0.48
C -2.78 -1.57 -0.11
N 0.68 0.95 2.95
H -3.89 -0.14 -1.08
C -0.51 4.04 1.49
H 1.21 -5.64 -2.77
C -2.29 2.17 -2.67
O 2.61 -2.33 0.49
C 2.31 0.82 -1.97
S -3.84 1.82 -2.14
H -1.14 -1.74 3.18
H 2.61 0.37 3.46
C -0.30 -1.05 3.21
H -3.49 -2.61 -4.67
I -3.97 -2.90 2.81
C -1.70 0.88 2.56
H -3.14 2.89 0.27
C -2.58 -3.02 -4.25
H -1.74 -3.20 0.78
H 0.69 7.87 1.01
C -2.69 -2.87 0.38
N 0.24 4.03 -4.36
N 1.48 1.36 -1.08
H 2.07 5.15 -1.08
H 2.49 -0.24 -1.97
C 0.88 5.78 0.56
C -1.97 3.43 -3.18
H 1.52 -2.13 3.79
C 0.87 -4.65 -2.49
C -1.82 1.67 1.41
H -2.21 -1.30 -3.04
C 0.83 3.55 -0.40
N -0.47 0.25 2.87
C -4.02 1.24 3.10
C -0.13 3.11 0.51
H 1.65 7.53 -0.43
H -5.54 -0.10 3.79
N 1.43 2.67 -1.35
C 1.63 -1.88 -0.06
*
```

From a Löwdin analysis of the wavefunction, the atomic charges in e read: -0.079 -0.022 -0.033 -0.033 -0.059 -0.175 -0.263 0.115 -0.194 -0.041 0.022 -0.054 0.113 0.132 0.115 0.072 -0.158 0.154 0.190 -0.043 0.118 -0.149 0.102 0.656 0.106 0.115 0.028 -0.002 0.015 0.109 -0.286 0.115 -0.183 -0.143 0.078 -0.065 -0.069 0.925 0.101 0.079 -0.023 -0.041 -0.582 0.106 -0.026 0.003 0.117 -1.088 0.092 -0.118 0.617 0.060 0.098 -0.076 0.109 0.161 -0.142 0.086 -0.059 0.043 0.074 -0.207 0.143 -0.052 0.112 0.116 -0.276 -0.405 0.092 0.003 -0.259 0.038 -0.097 -0.100 -0.275 -0.170 0.076 0.042 -0.049 -0.555


# 2
Here is C4H6Cl2 in the gas phase in a non-equilibrium geometry from the OMol25 dataset. Energies are from the ωB97M-V functional and the def2-TZVPD basis.

Output
Max |F|, eV/Å: 3.5
Frontier orbital gap, eV: 11.599
Energy relative to the best compared isomer or geometry (same formula, charge and spin), kJ/mol: 95.2
E_HOMO, eV: -10.663
SMILES: ClC1(Cl)CCC1

Geometry as ORCA input:
```
! RIJCOSX wB97M-V def2-TZVPD def2/J DEFGRID3
* xyz 0 1
C -0.03 -0.06 0.03
H 0.69 1.83 0.22
H 2.16 -0.10 -1.61
H 0.53 1.72 -1.45
H 1.52 -1.91 0.06
Cl -0.86 0.59 1.51
C 1.34 -0.85 0.27
H 2.80 0.75 -0.06
C 2.03 0.24 -0.60
C 0.77 1.09 -0.57
Cl -1.14 -0.84 -1.11
H 1.51 -0.57 1.42
*
```

From a natural (NBO) analysis of the wavefunction, the atomic charges in e read: -0.005 0.227 0.217 0.233 0.237 -0.045 -0.420 0.222 -0.414 -0.461 -0.015 0.222